# 1
The following is a quantum chemistry calculation of C4H4N2 in the gas phase, from OMol25.

The value obtained for the energy above the lowest of the compared OMol25 structures with the same formula, charge and spin is 99.6 kcal/mol. As for the LUMO energy (spin up / spin down): -1.686 / -1.715 eV. The total charge is 0. Its spin multiplicity is 1.

```
10
Properties=species:S:1:pos:R:3:forces:R:3:lowdin_charge:R:1
C -1.401 -0.214 0.059 0.572 0.047 -0.065 0.080
C -0.630 1.029 0.041 -0.135 -0.028 0.064 -0.307
N 0.813 1.075 -0.016 0.019 -0.384 -0.018 0.064
C 1.395 -0.060 0.019 -0.016 0.219 0.017 -0.216
N 0.791 -1.332 0.004 -0.340 0.255 -0.006 0.094
C -0.502 -1.372 -0.089 -0.107 0.018 0.076 -0.184
H -0.963 1.642 0.900 0.098 -0.171 0.056 0.136
H -1.045 1.691 -0.742 0.019 -0.171 -0.099 0.138
H 2.485 -0.094 0.020 -0.195 0.025 0.000 0.106
H -0.943 -2.366 -0.197 0.086 0.190 -0.025 0.088
```
Forces are in eV/Å.


# 2
The following is a quantum chemistry calculation of 2 unconnected molecules or ions with the total composition C26H26N3O6, from OMol25.

As for the LUMO energy: 1.450 eV. The total charge is -1. Its spin multiplicity is 1.

```
61
Properties=species:S:1:pos:R:3:forces:R:3:lowdin_charge:R:1
O 4.482 10.446 -4.978 -0.171 -1.052 1.594 -0.072
O 5.121 9.128 -2.516 -1.583 0.181 -1.242 0.045
O -3.378 -6.441 1.363 0.174 0.035 -0.226 0.022
O 1.646 5.346 -2.093 0.208 0.180 1.337 0.092
O 1.626 -5.883 1.730 -0.347 0.322 -0.183 0.046
O 2.375 9.825 -4.642 0.469 -0.724 1.348 -0.083
C 3.596 9.849 -4.299 -0.366 1.862 -3.176 -0.665
C 3.977 9.141 -3.004 2.455 -0.279 1.935 -0.296
C -2.885 -5.706 2.209 -1.423 -0.719 -0.217 -0.577
C 1.670 5.580 -0.889 -0.470 0.438 -2.043 -0.329
C 0.513 -6.370 1.562 1.010 1.023 0.307 -0.452
C 2.920 8.486 -2.202 -0.491 -1.802 1.725 -0.005
C -2.477 -3.567 -0.525 0.310 0.128 0.054 -0.047
C 3.149 7.620 -1.151 -0.572 1.881 -2.238 -0.064
C -1.178 -3.298 -0.248 -0.146 0.225 -0.209 -0.163
C 0.241 2.527 1.779 0.174 0.265 -0.158 -0.088
C -0.200 2.573 0.456 0.257 0.367 0.014 -0.081
C 1.165 3.468 2.236 -0.080 -0.024 -0.394 -0.086
C 0.242 -0.039 -1.794 -0.371 -0.926 0.423 -0.103
C -0.936 0.372 -2.444 -0.495 -0.966 0.489 -0.099
C 0.278 3.563 -0.407 0.058 -0.068 0.277 -0.011
C 1.639 4.464 1.376 -0.357 -0.289 -0.095 -0.028
C 0.261 -1.221 -1.029 -0.280 0.365 -0.391 -0.017
C -2.108 -0.396 -2.324 0.530 0.136 0.100 -0.021
C 1.194 4.534 0.042 -0.185 -0.815 1.186 -0.148
C -0.894 -2.023 -0.901 0.480 0.688 -0.327 -0.121
C -2.074 -1.575 -1.565 0.870 -0.623 0.742 -0.203
N -3.014 -2.541 -1.279 -1.217 -0.079 -0.493 0.064
N 0.337 -7.667 1.839 -0.867 -1.182 -0.139 0.029
N -1.635 -5.255 2.151 1.295 -0.019 -0.088 0.123
C -3.702 -5.259 3.399 0.108 0.015 -0.070 0.006
C 2.000 7.000 -0.401 0.747 -0.273 0.092 -0.124
C -0.889 -8.456 1.709 0.097 0.366 0.056 -0.061
C -0.198 -4.159 0.498 0.502 0.126 -0.146 -0.095
C -0.672 -5.508 1.071 -0.298 0.494 -0.318 -0.195
H 1.896 8.677 -2.506 0.051 0.037 -0.017 0.103
H -3.005 -4.465 -0.228 -0.368 0.293 -0.218 0.114
H 4.171 7.385 -0.863 -0.124 -0.020 -0.043 0.108
H -0.127 1.754 2.447 0.033 0.085 -0.052 0.098
H -0.910 1.833 0.095 0.112 0.126 0.018 0.092
H 1.522 3.421 3.261 -0.013 0.036 -0.118 0.097
H 1.139 0.559 -1.884 -0.018 -0.039 0.039 0.101
H -0.935 1.279 -3.034 -0.070 -0.030 0.002 0.100
H -0.066 3.580 -1.439 0.154 0.147 0.166 0.114
H 2.371 5.167 1.762 -0.105 0.016 -0.153 0.105
H 1.176 -1.532 -0.546 0.158 0.033 0.052 0.103
H -3.016 -0.088 -2.819 -0.109 0.052 -0.071 0.099
H -3.965 -2.539 -1.617 0.261 0.016 0.062 0.151
H 1.165 -8.137 2.170 -0.005 0.195 -0.026 0.142
H -1.326 -4.647 2.892 0.110 0.070 -0.045 0.157
H -3.791 -4.173 3.384 -0.019 0.075 0.160 0.085
H -3.212 -5.576 4.318 -0.028 0.107 0.153 0.082
H -4.693 -5.706 3.339 0.156 0.041 -0.031 0.085
H 1.102 7.609 -0.536 -0.064 -0.173 -0.077 0.129
H 2.237 7.012 0.662 -0.160 -0.116 0.137 0.093
H -1.576 -8.217 2.522 -0.124 -0.115 -0.117 0.077
H -0.650 -9.520 1.756 0.104 0.163 -0.015 0.085
H -1.382 -8.254 0.757 -0.038 -0.034 0.161 0.083
H 0.619 -4.363 -0.196 0.238 -0.057 0.215 0.132
H 0.219 -3.563 1.312 0.271 -0.092 0.069 0.127
H -1.154 -6.055 0.261 -0.434 -0.073 0.222 0.147
```
Forces are in eV/Å.


# 3
The following is a quantum chemistry calculation of 7 unconnected molecules or ions with the total composition C41H57B2Br2F6NO30P, from OMol25.

As for the LUMO energy: -5.236 eV. The total charge is +1. Its spin multiplicity is 1.

```
140
Properties=species:S:1:pos:R:3:forces:R:3:lowdin_charge:R:1
C -1.523 -5.204 -4.745 1.347 1.735 6.498 0.066
C -1.286 -5.030 -3.460 -0.368 -0.267 -5.803 -0.099
C -0.789 -4.730 -1.944 -0.485 -0.748 -1.168 -0.171
C 0.327 -3.542 -1.891 -0.339 -0.471 -0.996 -0.175
C -0.488 -2.145 -1.922 -0.414 -0.203 -1.381 -0.120
C 0.334 -0.888 -1.231 0.055 -3.844 1.471 -0.202
C 1.671 -1.013 -2.060 1.685 2.354 -3.963 -0.456
Br 3.384 -1.912 -1.417 -2.151 0.988 0.199 0.880
C 1.877 -0.632 -3.457 0.670 -0.899 2.509 -0.608
C 3.290 -0.849 -4.255 -0.864 -0.740 0.061 -0.164
Br 0.486 0.120 -4.597 1.076 -0.548 0.764 0.858
C 0.293 -1.226 0.380 -1.328 -0.471 1.108 -0.007
C 1.523 -1.721 1.247 -0.184 -6.505 -0.325 -0.153
O 1.566 -3.013 1.380 -0.049 6.344 -0.296 0.053
C 2.661 -0.999 2.088 0.856 -1.290 2.498 -0.169
F 3.744 -1.960 2.311 -2.839 2.752 -0.945 0.057
F 2.129 -0.792 3.441 1.036 -0.309 -3.243 0.050
C 3.339 0.353 1.636 1.391 3.761 -0.225 -0.168
F 3.215 0.754 0.268 -0.376 -1.562 3.021 0.035
F 2.838 1.492 2.414 0.805 -3.190 -1.902 0.046
C 4.960 0.470 1.925 0.412 1.851 -1.417 -0.171
F 5.264 1.848 1.513 -0.604 -3.148 0.946 0.032
F 5.750 -0.352 1.066 -2.260 1.889 2.689 0.080
C 5.343 0.412 3.487 3.886 -3.296 3.370 -0.245
O 6.077 -0.529 3.916 -3.801 4.296 -2.659 0.133
O 4.938 1.419 4.461 0.836 -0.964 -2.828 0.032
C -0.646 -0.169 1.246 0.102 0.045 1.184 -0.190
O 0.079 0.797 2.051 0.254 -0.154 -0.891 -0.014
B -1.583 -0.864 2.434 -2.088 -0.896 1.335 -0.333
C -1.685 -2.474 2.721 -0.223 -0.559 -0.331 -0.008
O -2.363 -0.054 3.385 0.906 -1.744 -2.829 0.056
C -1.606 0.409 0.009 2.036 -2.237 4.455 -0.256
O -2.583 -0.632 0.095 1.226 2.183 -1.394 -0.111
C -3.838 -0.471 -0.579 -3.122 -1.674 -1.603 -0.176
C -5.116 -0.706 0.429 0.528 0.869 -0.090 -0.187
C -6.382 0.222 0.022 -0.356 -0.704 0.589 -0.118
P -2.396 2.056 0.491 -6.023 4.185 4.422 0.797
O -3.603 1.876 1.478 4.049 -0.837 -3.293 -0.273
O -3.133 2.907 -0.841 2.803 -1.031 1.874 -0.179
O -1.431 3.216 1.271 -0.761 -2.325 -1.648 -0.144
N -0.544 0.363 -1.117 -1.942 1.942 -1.546 -0.015
O -1.380 0.320 -2.206 -1.789 -1.039 -3.090 -0.036
B 0.133 1.738 -1.326 3.405 5.394 -0.905 -0.496
O 0.959 2.397 -0.339 -1.162 -2.722 -1.661 0.132
O -0.080 2.549 -2.531 -0.587 -2.153 3.701 -0.023
C -0.398 3.933 -2.200 -0.672 2.901 -1.276 -0.206
C -1.457 4.415 -3.359 0.782 -1.637 0.097 -0.057
H -1.699 -5.128 -5.877 0.290 -0.430 2.566 0.053
H -0.354 -5.713 -1.526 -0.639 1.574 -0.755 0.106
H -1.738 -4.468 -1.333 1.637 -0.399 -0.921 0.107
H 0.955 -3.651 -2.870 -1.077 0.336 1.854 0.137
H 1.062 -3.676 -1.027 -1.374 0.174 -0.962 0.083
H -0.669 -1.962 -3.061 0.366 0.073 2.203 0.114
H -1.528 -2.320 -1.481 1.503 0.557 -0.225 0.112
H 3.473 -2.002 -4.289 -0.237 2.148 0.271 0.063
H 4.159 -0.312 -3.731 -1.413 -0.878 -0.637 0.083
H 3.235 -0.514 -5.351 -0.291 -0.219 1.840 0.080
H -0.440 -2.139 0.347 1.894 1.394 0.480 0.155
H 5.584 2.170 4.420 -0.667 -0.834 -0.162 0.138
H 0.083 0.576 3.012 -0.205 0.029 -1.016 0.122
H -2.261 -3.000 1.849 1.165 0.819 1.352 0.096
H -2.306 -2.694 3.674 1.172 0.399 -1.494 0.089
H -0.646 -2.983 2.825 -1.782 0.746 -0.225 0.083
H -3.214 -0.564 3.483 1.308 0.759 0.394 0.117
H -3.930 -1.357 -1.340 0.472 1.662 1.172 0.150
H -3.981 0.472 -1.231 0.557 -1.071 1.444 0.126
H -4.801 -0.427 1.509 -0.429 -0.498 -1.909 0.104
H -5.402 -1.820 0.364 0.400 1.795 0.237 0.118
H -6.896 -0.191 -0.930 0.927 0.889 1.493 0.086
H -6.132 1.345 -0.065 -0.149 -1.929 0.039 0.069
H -7.148 0.122 0.891 1.232 0.190 -1.581 0.090
H -3.010 3.873 -0.650 -0.094 -0.920 -0.255 0.090
H -1.416 2.986 2.240 -0.110 0.056 -1.173 0.116
H -2.113 0.975 -2.187 0.813 0.152 0.314 0.135
H 1.803 2.731 -0.724 -1.028 -0.070 0.240 0.145
H -0.806 4.104 -1.139 0.730 -0.602 -1.543 0.101
H 0.514 4.650 -2.314 -1.264 -1.644 0.257 0.146
H -1.514 5.555 -3.472 0.051 -1.759 0.296 0.097
H -1.041 3.929 -4.334 -0.734 1.189 1.819 0.091
H -2.497 3.914 -3.203 1.750 1.112 -0.181 0.079
C 2.538 2.991 6.329 0.426 -0.295 -0.795 -0.142
C 2.894 2.652 7.742 0.698 -0.778 0.302 -0.124
O 2.221 3.650 8.494 -0.613 0.377 -0.411 0.066
C 1.185 4.095 7.729 -0.954 0.918 0.625 -0.543
O 0.312 4.821 8.124 0.931 -0.867 -0.479 0.151
O 1.267 3.610 6.457 -0.169 0.195 0.574 0.057
H 2.477 2.108 5.691 -0.111 0.172 0.019 0.123
H 3.236 3.706 5.881 -0.059 -0.016 0.022 0.134
H 2.519 1.669 8.044 0.088 0.126 -0.062 0.116
H 3.970 2.691 7.921 -0.175 0.105 0.137 0.142
C -3.624 5.068 -7.845 -0.797 0.367 -0.454 -0.120
C -3.236 5.497 -6.465 -0.373 0.983 0.642 -0.132
O -2.413 4.428 -6.015 0.215 -0.530 -0.889 0.008
C -1.918 3.813 -7.125 0.755 -0.756 -0.233 -0.536
O -1.054 2.974 -7.105 -0.845 0.796 0.130 0.134
O -2.523 4.269 -8.255 0.579 -0.360 0.660 0.073
H -3.762 5.915 -8.520 0.139 -0.209 -0.033 0.141
H -4.529 4.455 -7.854 0.065 0.055 0.058 0.137
H -2.648 6.420 -6.463 0.086 -0.091 -0.102 0.141
H -4.101 5.625 -5.810 0.600 -0.200 -0.282 0.092
C 0.150 0.467 9.557 -0.424 0.898 -0.195 -0.135
C -0.294 -0.520 10.592 -0.685 0.079 0.670 -0.130
O 0.389 -1.707 10.218 0.557 0.189 -0.489 0.069
C 1.483 -1.330 9.499 1.078 -1.166 -0.277 -0.536
O 2.368 -2.073 9.171 -1.012 0.918 0.305 0.159
O 1.443 0.000 9.200 0.052 -0.589 0.167 0.033
H 0.200 1.486 9.947 0.168 -0.098 -0.122 0.140
H -0.487 0.458 8.668 0.029 -0.031 0.052 0.137
H 0.017 -0.236 11.602 -0.001 -0.010 -0.090 0.139
H -1.374 -0.675 10.583 0.176 -0.164 -0.002 0.138
C 2.020 -7.194 0.452 -0.046 0.813 0.432 -0.143
C 2.629 -8.494 0.879 0.469 -0.247 0.780 -0.135
O 2.100 -9.421 -0.056 -0.246 0.391 -0.508 0.068
C 1.757 -8.714 -1.169 -0.397 -0.874 -1.404 -0.538
O 1.435 -9.210 -2.214 0.357 0.650 1.237 0.161
O 1.830 -7.371 -0.944 -0.016 -0.462 -0.098 0.043
H 2.673 -6.342 0.649 -0.106 -0.039 -0.194 0.134
H 1.048 -7.013 0.921 0.044 -0.042 -0.008 0.133
H 3.720 -8.492 0.796 -0.079 0.021 -0.015 0.137
H 2.351 -8.769 1.898 -0.008 -0.138 -0.196 0.138
C 7.737 -2.810 -3.975 0.939 0.199 0.380 -0.128
C 7.398 -2.893 -5.431 0.591 0.239 -0.757 -0.128
O 6.185 -3.631 -5.437 -0.475 0.023 0.776 0.075
C 5.613 -3.468 -4.213 -0.901 -0.545 0.109 -0.550
O 4.496 -3.820 -3.933 1.191 0.323 -0.256 0.095
O 6.465 -2.855 -3.346 -0.689 -0.243 -0.379 0.047
H 8.264 -1.888 -3.721 -0.200 -0.097 0.113 0.139
H 8.330 -3.663 -3.633 -0.077 0.048 -0.029 0.139
H 7.217 -1.910 -5.875 -0.007 -0.068 0.040 0.137
H 8.168 -3.407 -6.009 -0.252 -0.042 0.002 0.141
C -6.023 4.556 -2.304 0.321 -0.427 0.778 -0.139
C -7.310 5.306 -2.453 -0.725 0.141 0.694 -0.123
O -7.142 5.992 -3.685 0.687 -0.355 -0.537 0.082
C -6.219 5.299 -4.405 -0.132 0.333 -1.031 -0.513
O -5.963 5.509 -5.562 -0.716 -0.292 1.372 0.137
O -5.622 4.337 -3.648 -0.207 0.420 -0.540 0.062
H -6.151 3.609 -1.777 0.117 0.030 -0.207 0.128
H -5.252 5.145 -1.797 -0.051 0.019 -0.049 0.131
H -8.175 4.642 -2.534 0.084 0.039 -0.018 0.141
H -7.479 6.011 -1.636 -0.017 0.046 -0.251 0.142
```
Forces are in eV/Å.


Question: Number 1 is which compound?
Answer: C4H4N2


Question: Which of these has the lowest total charge?
Answer: C26H26N3O6